Here is an isolated ion of composition C36H14F19OSi and charge +1 from OMol25. Energies are from the ωB97M-V functional and the def2-TZVPD basis.

```
71
Properties=species:S:1:pos:R:3:forces:R:3:mulliken_charge:R:1
F -3.874 0.623 1.636 0.884 -1.715 -0.232 -0.31
C -3.128 -0.533 1.498 -0.056 0.377 0.124 0.36
C -3.678 -1.773 1.843 0.568 0.091 -0.597 -1.03
C -2.850 -2.888 1.661 -0.385 -0.352 -0.069 0.32
F -3.415 -4.140 1.815 0.702 1.324 0.039 -0.36
C -1.504 -2.816 1.278 -0.011 0.874 -0.027 -0.23
C -0.982 -1.544 0.948 -0.422 0.406 0.109 0.10
C 0.377 -1.214 0.289 -2.821 1.768 -0.424 0.79
C 0.872 0.211 0.614 0.014 0.595 0.200 -0.95
C 1.530 0.982 -0.356 0.031 -0.224 0.363 -0.69
C 2.222 2.119 0.057 0.932 0.153 -0.355 0.15
F 3.096 2.710 -0.829 -1.204 -0.461 0.830 -0.31
C 2.164 2.620 1.354 -0.454 -0.238 -0.231 -0.83
C 1.366 1.915 2.248 -0.323 -0.068 0.386 0.02
F 1.111 2.460 3.479 0.526 -0.698 -1.141 -0.33
C 0.812 0.668 1.935 0.350 0.431 0.233 0.22
C -1.825 -0.420 1.012 -0.649 -0.247 0.519 -1.30
H -4.717 -1.864 2.126 0.061 -0.098 0.108 0.55
H -0.904 -3.722 1.242 -0.241 0.039 -0.086 0.46
H 0.115 -1.229 -0.793 0.068 0.067 0.608 0.86
H 1.582 0.639 -1.386 0.083 0.282 0.154 0.57
H 2.687 3.516 1.657 -0.037 0.038 -0.104 0.52
H 0.394 0.067 2.743 -0.200 0.302 -0.319 0.84
H -1.472 0.567 0.732 -0.130 -0.199 0.048 0.57
F -3.667 -5.702 4.126 1.099 0.144 0.025 -0.35
C -2.336 -5.541 4.090 -0.527 -0.064 -0.102 0.45
C -1.710 -4.657 4.964 -0.330 0.445 0.381 0.39
F -2.455 -3.901 5.790 0.522 -0.654 -0.362 -0.31
C -0.328 -4.504 4.916 0.080 0.460 0.109 0.49
F 0.270 -3.646 5.782 -0.505 -0.569 -0.541 -0.40
C 0.448 -5.135 3.952 -0.482 0.120 0.390 0.49
Si 2.190 -4.645 3.551 -0.515 -0.435 0.543 -0.34
C 3.089 -3.248 4.396 0.068 0.379 -0.009 0.01
C 4.360 -3.293 5.000 0.351 -0.615 0.064 0.29
F 5.032 -4.471 5.105 -0.535 1.021 -0.171 -0.25
C 4.989 -2.164 5.529 0.621 0.015 0.328 -0.06
F 6.211 -2.253 6.095 -1.077 -0.037 -0.517 -0.26
C 4.352 -0.922 5.479 0.130 0.454 0.212 0.60
F 4.932 0.183 5.987 -0.592 -1.290 -0.584 -0.27
C 3.081 -0.847 4.908 -0.541 0.690 -0.119 0.11
F 2.432 0.335 4.843 0.556 -0.926 0.133 -0.26
C 2.479 -1.992 4.401 -0.578 0.330 -0.150 0.45
F 1.213 -1.874 3.893 1.120 0.012 0.376 -0.35
C 3.175 -6.229 3.775 0.385 -0.054 -0.639 -0.06
C 2.862 -7.059 4.851 -0.536 0.212 0.652 0.50
F 1.886 -6.688 5.725 0.619 -0.344 -0.620 -0.32
C 3.554 -8.227 5.147 -0.127 -0.383 0.469 0.22
F 3.200 -8.982 6.203 0.283 0.606 -0.823 -0.27
C 4.640 -8.589 4.356 0.297 -0.480 0.213 0.61
F 5.347 -9.697 4.640 -0.666 1.072 -0.321 -0.26
C 5.014 -7.764 3.295 0.582 0.101 -0.515 0.13
F 6.107 -8.071 2.573 -0.784 0.201 0.400 -0.27
C 4.280 -6.612 3.019 0.166 -0.006 -0.006 0.31
F 4.687 -5.795 2.008 -0.259 -0.468 0.453 -0.35
O 1.605 -3.837 2.065 0.466 0.602 -1.480 0.52
C 1.656 -3.463 0.837 1.884 -0.623 1.940 -0.99
C 1.588 -2.004 0.433 2.241 -1.835 -0.668 1.64
C 2.368 -1.967 -0.935 0.204 -0.147 0.456 -1.08
C 2.643 -3.418 -1.345 -0.215 -0.601 -0.794 -0.94
C 2.266 -4.357 -0.180 -0.195 0.030 -0.411 -0.41
C -0.206 -6.019 3.097 -0.094 0.121 -0.384 -0.16
F 0.509 -6.616 2.100 -0.325 0.314 0.462 -0.43
C -1.580 -6.219 3.133 -0.133 -0.311 -0.297 0.47
F -2.189 -6.995 2.220 0.426 0.394 0.652 -0.34
H 2.276 -1.514 1.143 -0.427 -0.435 0.393 0.36
H 1.795 -1.477 -1.724 0.002 -0.065 0.292 0.24
H 3.260 -1.353 -0.789 0.083 -0.321 -0.135 0.43
H 1.980 -3.669 -2.184 0.382 0.097 0.040 0.29
H 3.677 -3.573 -1.681 -0.386 -0.019 0.167 0.41
H 3.170 -4.863 0.213 -0.710 0.032 0.210 0.00
H 1.495 -5.127 -0.445 0.692 0.382 0.151 0.34
```
Positions in Å, forces in eV/Å.

The charge is +1. As for the electronic energy: -3642.100257 Eh. For the relative energy (zero: lowest compared OMol25 entry of this formula, charge and spin), the calculation gives 44.01 kJ/mol. The HOMO energy comes out at -12.036 eV.

Here is one molecule with the formula C5H9NS2 from OMol25. Energies are from the ωB97M-V functional and the def2-TZVPD basis.

```
17
Properties=species:S:1:pos:R:3:forces:R:3:nbo_charge:R:1
C -3.379 -1.027 0.030 0.474 2.225 -0.478 -0.65
C -1.938 -1.322 0.056 4.309 1.961 -0.596 -0.23
C -0.785 -0.573 0.033 -3.149 2.097 -1.600 0.09
N 0.548 -0.985 0.317 -1.080 -2.222 0.746 -0.63
C 1.548 -0.317 -0.262 2.827 0.768 -0.715 -0.04
S 3.259 -0.401 -0.058 -2.934 -0.304 -0.110 -0.19
S -0.987 1.301 -0.571 0.258 -3.462 -0.026 0.19
C -0.265 1.973 0.882 1.216 2.646 -1.229 -0.79
H -3.538 0.110 0.065 0.130 -1.658 0.620 0.24
H -3.599 -1.600 0.921 -1.693 0.273 0.087 0.23
H -3.903 -1.288 -0.899 0.162 -0.675 0.464 0.24
H -1.602 -2.289 0.251 -0.282 -2.213 0.440 0.18
H 0.635 -1.945 0.845 0.281 2.802 -1.266 0.43
H 1.140 0.451 -0.988 0.657 -0.942 1.006 0.22
H 0.844 1.883 0.992 -1.011 -1.049 0.446 0.25
H -1.003 1.714 1.605 0.511 0.228 1.428 0.24
H -0.250 3.061 0.609 -0.677 -0.475 0.783 0.24
```
Positions in Å, forces in eV/Å.

The charge is 0. Its SMILES is C/C=C(/NC=S)SC. As for the electronic energy: -1046.946719 Eh. For the relative energy (zero: lowest compared OMol25 entry of this formula, charge and spin), the calculation gives 266.75 kJ/mol. The HOMO energy comes out at -8.192 eV.

Here is a 2-piece molecular cluster, C3H8O2S overall from OMol25. Energies are from the ωB97M-V functional and the def2-TZVPD basis.

```
14
Properties=species:S:1:pos:R:3:forces:R:3:nbo_charge:R:1
O 0.017 -0.435 -2.761 -0.359 -0.648 0.331 -0.53
C 0.366 0.691 -2.852 0.079 0.250 -0.626 0.64
O 1.496 1.197 -2.299 -0.361 0.449 1.212 -0.71
H -0.180 1.434 -3.445 0.193 0.174 -0.126 0.11
H 1.498 0.923 -1.353 0.439 -0.175 -0.889 0.49
C -0.572 -0.026 2.326 0.005 -0.299 -0.753 -0.61
C -0.645 -0.439 0.832 -0.385 0.171 0.923 -0.52
S 0.353 -1.875 0.361 0.159 0.091 0.220 -0.01
H -1.270 0.769 2.601 -0.049 0.005 -0.363 0.21
H 0.418 0.303 2.618 0.230 -0.193 0.169 0.20
H -0.889 -0.921 2.858 0.340 0.073 0.433 0.21
H -1.676 -0.767 0.727 -0.070 0.019 -0.629 0.22
H -0.432 0.353 0.121 -0.209 0.227 0.047 0.19
H 1.516 -1.209 0.268 -0.013 -0.145 0.052 0.10
```
Positions in Å, forces in eV/Å.

The charge is 0. Its SMILES is O=CO.CCS. As for the electronic energy: -667.749982 Eh. For the relative energy (zero: lowest compared OMol25 entry of this formula, charge and spin), the calculation gives 81.27 kJ/mol. The HOMO energy comes out at -9.035 eV.

Here is one molecule with the formula C2H5N5O from OMol25. Energies are from the ωB97M-V functional and the def2-TZVPD basis.

```
13
Properties=species:S:1:pos:R:3:forces:R:3:nbo_charge:R:1
H -2.441 -1.396 0.398 -0.735 1.789 -1.724 0.33
N -2.642 -0.449 -0.136 5.514 0.749 4.322 -0.56
C -1.493 0.247 0.253 -5.054 -6.432 -0.825 0.47
N -1.288 1.474 -0.125 0.561 5.393 -2.094 -0.48
C -0.048 1.783 -0.219 0.755 -5.216 1.819 0.31
N 0.673 0.693 0.448 3.440 -2.746 -0.669 -0.19
N 1.927 -0.032 -0.136 -3.517 4.240 -3.760 -0.65
N -0.220 -0.442 0.770 -1.437 2.345 -3.338 -0.05
O -0.045 -1.304 -0.466 2.414 -3.384 3.568 -0.59
H 0.648 2.503 -0.607 -0.731 0.906 -0.212 0.24
H 2.431 -0.323 0.576 2.911 -1.232 4.615 0.34
H 1.691 -0.845 -0.729 -0.001 1.761 0.281 0.36
H 0.808 -1.911 -0.026 -4.121 1.827 -1.983 0.46
```
Positions in Å, forces in eV/Å.

The charge is 0. Its SMILES is [H]/N=c1/ncn(N)n1O. As for the electronic energy: -427.963830 Eh. For the relative energy (zero: lowest compared OMol25 entry of this formula, charge and spin), the calculation gives 680.78 kJ/mol. The HOMO energy comes out at -9.272 eV.

Here is a 2-piece molecular cluster, C4H10NO3 overall from OMol25. Energies are from the ωB97M-V functional and the def2-TZVPD basis.

```
18
Properties=species:S:1:pos:R:3:forces:R:3:nbo_charge:R:1
C -0.964 0.488 -1.334 -1.022 0.403 0.231 -0.41
N -1.199 0.822 0.091 0.533 -1.253 -0.476 -0.63
C -0.841 -1.137 1.620 -0.656 0.503 0.728 -0.62
C -0.226 0.160 1.052 -1.146 -0.281 -0.391 -0.16
C 1.218 -0.300 0.606 -0.463 0.986 1.041 0.75
O 2.089 0.066 1.418 0.246 -0.116 -0.310 -0.75
O 1.317 -1.048 -0.389 0.040 0.135 -0.289 -0.79
H -0.746 -0.559 -1.537 0.599 0.058 0.083 0.20
H -0.233 1.187 -1.721 0.400 -0.349 -0.265 0.18
H -1.895 0.684 -1.882 -0.017 0.275 0.094 0.16
H -2.082 0.366 0.305 -0.092 0.266 0.132 0.32
H -1.339 -1.767 0.882 0.498 -0.098 -0.296 0.20
H -0.090 -1.680 2.193 -0.016 -0.238 -0.182 0.22
H -1.640 -0.886 2.338 0.096 0.069 -0.065 0.17
H -0.230 0.891 1.858 0.875 -0.189 0.166 0.19
H 2.209 0.286 -1.398 0.521 -0.704 -0.710 0.50
H 2.099 1.611 -1.941 -0.377 1.470 -0.153 0.44
O 2.554 0.818 -2.161 -0.021 -0.936 0.663 -0.97
```
Positions in Å, forces in eV/Å.

The charge is -1. As for the electronic energy: -438.932251 Eh. For the relative energy (zero: lowest compared OMol25 entry of this formula, charge and spin), the calculation gives 139.12 kJ/mol. The HOMO energy comes out at -4.516 eV.